11
Properties=species:S:1:pos:R:3 method="wB97M-V/def2-TZVPD" charge=-1 largest_force_ev_per_a=4.5 smiles="CC[P@](=O)([O-])Br" homo_lumo_gap_ev=9.0 e_above_lowest_kj_mol=69.2
Br -2.454 1.697 1.073
P -0.863 0.903 -0.600
O -1.504 -0.011 -1.591
O -0.258 2.168 -1.061
C 0.163 -0.045 0.702
C 0.992 -1.032 -0.128
H 0.854 0.400 1.298
H -0.598 -0.588 1.187
H 1.783 -1.482 0.503
H 0.323 -1.708 -0.580
H 1.563 -0.302 -0.802